1.
The following is a quantum chemistry calculation of 4 unconnected molecules or ions with the total composition C11H19O10P in a non-equilibrium geometry, from the OMol25 dataset.

Results
SMILES	O=C1OCCO1.O=C1OCCO1.O=C1OCCO1.CCOP
F_max	1.6	eV/A
Kohn-Sham gap	0.3281	Eh

XYZ file:
```
41
Properties=species:S:1:pos:R:3:forces:R:3:nbo_charge:R:1
C -1.680 0.053 -5.913 0.2 -0.6 0.2 -0.648
C -0.280 -0.321 -5.382 -0.5 0.0 -1.4 -0.063
O 0.212 0.531 -4.363 -0.1 0.1 1.6 -0.782
P -0.764 0.517 -2.985 -1.3 -0.3 -0.5 0.580
H -1.746 1.119 -6.140 0.0 -0.1 0.1 0.217
H -1.870 -0.507 -6.837 0.1 0.1 0.1 0.211
H -2.453 -0.256 -5.207 0.0 0.4 -0.1 0.225
H 0.416 -0.211 -6.221 0.1 0.0 0.3 0.185
H -0.277 -1.385 -5.105 0.1 0.2 0.3 0.158
H -0.625 1.825 -2.426 0.7 -0.5 -0.2 -0.014
H -0.127 -0.310 -1.994 0.6 0.7 -0.3 -0.072
C -0.873 3.389 1.377 0.3 0.2 0.1 -0.099
C -1.569 2.343 2.207 0.0 0.0 0.4 -0.120
O -2.755 2.084 1.447 0.2 0.1 -0.1 -0.482
C -2.505 2.427 0.164 -0.2 -0.1 0.0 0.964
O -3.223 2.177 -0.749 0.0 0.0 -0.2 -0.576
O -1.326 3.088 0.054 0.0 0.0 0.1 -0.498
H 0.212 3.325 1.437 0.0 0.0 -0.2 0.198
H -1.183 4.404 1.635 0.0 0.0 0.0 0.185
H -0.992 1.418 2.285 0.0 0.0 -0.1 0.179
H -1.813 2.692 3.207 -0.2 -0.1 -0.2 0.244
C 2.651 -3.305 -2.228 0.3 0.2 -0.2 -0.102
C 1.259 -3.795 -2.523 -0.3 0.0 -0.4 -0.101
O 0.923 -4.524 -1.342 0.2 0.1 0.0 -0.485
C 1.688 -4.042 -0.332 0.0 0.0 0.1 0.964
O 1.540 -4.315 0.810 0.0 0.0 0.2 -0.569
O 2.644 -3.203 -0.803 -0.1 -0.1 -0.1 -0.489
H 2.867 -2.341 -2.685 0.0 0.0 0.2 0.208
H 3.420 -4.021 -2.528 0.0 0.0 0.0 0.184
H 0.545 -2.977 -2.648 0.0 0.0 0.0 0.187
H 1.217 -4.437 -3.400 -0.1 -0.1 0.1 0.204
C 1.295 0.890 6.457 0.3 -0.1 0.3 -0.102
C 0.998 0.087 5.217 0.2 -0.3 -0.2 -0.102
O -0.332 0.500 4.894 0.1 0.1 0.1 -0.486
C -0.530 1.721 5.442 0.0 0.0 0.1 0.971
O -1.472 2.409 5.218 -0.1 0.2 0.2 -0.584
O 0.483 2.053 6.273 0.0 -0.1 -0.1 -0.483
H 2.344 1.162 6.544 -0.1 0.2 0.0 0.207
H 0.981 0.382 7.371 0.0 0.0 0.0 0.189
H 1.659 0.341 4.385 0.0 0.0 0.0 0.186
H 1.040 -0.987 5.387 -0.2 0.0 -0.1 0.213
```
Positions in Å, forces in eV/Å.

***

2.
The following is a quantum chemistry calculation of a molecular structure, C11H20AuBN8 in a non-equilibrium geometry, from the OMol25 dataset.

Results
F_max	6.7	eV/A
net charge	+2
Kohn-Sham gap	0.2951	Eh

XYZ file:
```
41
Properties=species:S:1:pos:R:3:forces:R:3:nbo_charge:R:1
Au 0.717 0.152 0.259 6.1 1.0 2.6 1.331
C -2.005 3.317 -0.045 -0.3 0.5 -0.2 -0.313
C -0.740 2.854 -0.353 0.0 -0.2 0.0 -0.039
N -0.527 1.685 0.282 -2.5 3.5 -0.6 -0.479
N -1.623 1.401 0.968 -1.9 0.8 0.4 -0.309
C -2.539 2.372 0.802 -0.2 0.2 0.0 0.023
B -1.736 0.152 1.842 -0.5 0.1 0.2 0.497
N -1.623 -1.097 0.968 -1.9 -0.9 0.4 -0.306
C -2.539 -2.068 0.802 -0.2 -0.2 0.0 0.025
C -2.005 -3.013 -0.045 -0.3 -0.5 -0.2 -0.312
C -0.740 -2.550 -0.353 0.0 0.2 0.0 -0.047
N -0.527 -1.381 0.282 -2.4 -3.5 -0.6 -0.489
N -0.521 0.152 2.746 -1.4 0.0 1.1 -0.301
C -0.452 0.152 4.087 0.3 0.0 0.0 0.037
C 0.880 0.152 4.436 0.3 0.0 0.1 -0.307
C 1.570 0.152 3.237 0.6 0.0 -0.1 0.014
N 0.690 0.152 2.216 1.6 0.0 1.4 -0.291
H -2.473 4.229 -0.391 0.1 -0.2 0.1 0.262
H -0.018 3.341 -0.995 0.2 -0.2 0.2 0.217
H -3.519 2.393 1.261 0.3 -0.4 0.1 0.253
H -2.762 0.152 2.452 0.1 0.0 -0.1 0.017
H -3.519 -2.089 1.261 0.3 0.4 0.1 0.255
H -2.473 -3.925 -0.391 0.1 0.2 0.1 0.262
H -0.018 -3.037 -0.995 0.2 0.2 0.2 0.214
H -1.302 0.152 4.758 -0.1 0.0 -0.5 0.258
H 1.297 0.152 5.434 0.0 0.0 -0.2 0.268
H 2.645 0.152 3.117 -0.2 0.0 -0.4 0.246
N 2.173 0.101 -4.187 0.0 0.5 -0.4 -0.669
C 2.247 -1.069 -3.272 -0.3 -0.5 0.3 -0.256
C 1.938 -0.625 -1.834 1.8 -1.1 -2.3 -0.286
N 0.717 0.152 -1.689 -0.5 0.6 -1.9 -0.788
H 2.362 -0.167 -5.161 0.0 0.1 0.1 0.470
H 2.849 0.828 -3.919 0.0 -0.1 -0.2 0.451
H 1.235 0.517 -4.148 0.2 0.0 -0.3 0.435
H 3.254 -1.486 -3.357 -0.2 0.0 0.1 0.264
H 1.513 -1.795 -3.634 0.2 0.0 0.0 0.237
H 2.773 -0.027 -1.452 -0.3 -0.2 -0.3 0.258
H 1.873 -1.513 -1.197 0.2 0.2 -0.5 0.274
H -0.152 -0.319 -2.030 0.8 0.4 0.3 0.440
H 0.747 1.143 -2.018 0.0 -1.1 0.3 0.425
H 2.333 0.152 0.259 0.1 0.3 0.8 -0.241
```
Positions in Å, forces in eV/Å.